# 1
The following is a quantum chemistry calculation of a 5-piece molecular cluster, C6H21NO4 overall in a non-equilibrium geometry, from the Open Molecules 2025 dataset.

Last column: natural (NBO) charge in e.
CARTESIAN COORDINATES (ANGSTROEM)
C: 0.88185 -0.08685 2.35414  -0.606
C: 0.32356 1.36910 2.29468  -0.391
C: -0.75427 1.34033 1.27455  -0.466
C: -0.39996 1.54366 -0.23082  -0.172
C: -1.00800 1.08728 -1.34499  0.134
C: -0.66065 1.68009 -2.63071  -0.650
N: -1.77599 -0.13385 -1.34750  -0.902
H: 1.49156 -0.39549 3.35294  0.206
H: 0.00985 -0.69829 2.53748  0.178
H: 1.35165 -0.47467 1.48088  0.212
H: -0.00022 1.73493 3.24644  0.214
H: 1.33856 1.98146 2.01690  0.203
H: -1.36696 2.13361 1.32662  0.217
H: -1.28905 0.43299 1.31262  0.229
H: 0.50379 2.27498 -0.31229  0.120
H: -0.83898 2.88994 -2.56605  0.210
H: -1.29451 1.33350 -3.42609  0.224
H: 0.36799 1.53956 -3.02834  0.229
H: -2.76739 -0.07338 -1.51456  0.366
H: -1.70092 -0.71850 -0.42755  0.423
O: -1.36634 -1.70086 0.82933  -1.021
H: -2.31221 -1.88763 1.31754  0.510
H: -0.47669 -1.82012 1.32990  0.539
O: 2.67667 1.82515 -0.85967  -0.978
H: 3.07850 1.84214 -1.76190  0.483
H: 1.71195 2.18725 -0.75343  0.473
O: 0.85765 -3.16233 0.93114  -0.955
H: 1.65043 -2.94650 1.49389  0.470
H: 1.29662 -3.36826 0.08060  0.506
O: 0.46278 -2.34786 -1.39305  -0.957
H: 0.45744 -1.79557 -0.67192  0.461
H: -0.12069 -1.74949 -1.96427  0.493

Force components x, y, z for each atom (eV/Å):
-0.037 -0.471 4.223
4.712 -0.459 -1.272
1.809 -0.814 -3.081
1.700 0.497 0.762
0.698 -1.294 2.258
0.066 3.765 -1.537
0.345 -0.558 1.747
-0.784 1.182 -2.454
-0.330 -0.324 0.024
0.630 0.223 -0.744
-0.250 -0.010 0.582
-2.740 -0.735 0.359
-2.608 2.802 1.133
-0.874 -0.782 0.484
-2.691 -0.732 0.037
0.534 -2.936 -0.309
-0.496 -0.191 -0.308
-0.413 -0.094 0.694
-0.183 0.496 -0.611
0.275 1.542 -1.962
-2.323 -0.846 2.145
4.341 0.458 -1.156
-2.692 -0.513 -0.709
-1.020 0.534 0.050
-1.303 0.342 1.043
3.281 -1.092 -1.427
2.414 0.111 1.060
-1.186 -0.421 -0.492
-0.745 0.034 0.252
-1.282 0.097 -4.367
0.231 1.696 3.095
0.921 -1.509 0.478

Computed properties:
Structure (SMILES) = CCC/C=C(/C)N.O.O.O.O
Gap between HOMO and LUMO = 0.321 hartree
Maximum force = 4.90 eV/Å
Energy above the lowest of the compared OMol25 structures with the same formula, charge and spin = 96.2 kcal/mol
Energy = -596.77507 hartree



# 2
The following is a quantum chemistry calculation of a 2-piece molecular cluster, C30H51ClN2O4S overall in a non-equilibrium geometry, from the Open Molecules 2025 dataset.

Last column: Löwdin charge in e.
CARTESIAN COORDINATES (ANGSTROEM)
H: 6.12113 2.52217 -2.91888  0.042
N: 5.06900 2.47091 -2.87679  0.038
C: 4.63440 1.21137 -3.26920  -0.185
C: 3.04354 0.79875 -3.27853  -0.129
C: 2.45548 0.31462 -1.81749  -0.040
C: 1.27738 -0.63545 -1.69841  -0.043
C: 0.52009 -1.22632 -3.06765  -0.135
C: -0.46632 0.02921 -3.56590  -0.181
C: -1.68690 0.33613 -2.49697  -0.192
C: -1.61874 1.86765 -1.84780  -0.202
C: -2.88252 2.13419 -0.79520  -0.219
C: -2.60605 3.35479 0.26693  -0.218
C: -3.90420 3.52996 1.30574  -0.222
C: -3.64623 4.63578 2.48870  -0.226
C: -2.80695 4.08410 3.78528  -0.264
C: -3.13688 2.53630 4.21765  -0.158
C: 0.72011 -1.04560 -0.17568  -0.143
O: 0.38437 -2.30025 0.13890  -0.036
C: 0.67890 0.23601 0.89827  -0.026
C: -0.54478 0.51481 1.95837  -0.129
C: -1.28638 -0.87965 2.49608  -0.192
C: -2.57467 -1.32620 1.57563  -0.211
C: -3.16429 -2.76854 2.16170  -0.200
C: -3.76864 -2.61786 3.71210  -0.279
N: -4.75143 -1.45373 3.84377  -0.056
C: 1.86859 1.17250 0.78717  -0.043
C: 2.06411 2.53485 1.68326  -0.194
C: 2.45211 2.25870 3.25310  -0.624
C: 4.06359 1.91443 3.42509  -0.142
Cl: 2.18484 3.90476 4.14357  0.461
C: 3.05267 0.84415 -0.34763  -0.141
O: 4.35283 0.96811 -0.06747  -0.034
H: 5.44902 0.41723 -3.55478  0.115
H: 2.84190 0.00273 -4.14508  0.119
H: 2.42161 1.77236 -3.57223  0.128
H: -0.18404 -2.14727 -2.82075  0.127
H: 1.27528 -1.53357 -3.90884  0.091
H: -0.81212 -0.07590 -4.67883  0.117
H: 0.24141 0.98972 -3.52388  0.095
H: -2.68571 0.28972 -3.11213  0.116
H: -1.74791 -0.41839 -1.60370  0.091
H: -1.78172 2.62963 -2.74561  0.119
H: -0.57924 2.12923 -1.37779  0.104
H: -3.90161 2.33051 -1.34456  0.122
H: -2.99409 1.11674 -0.19205  0.087
H: -2.58642 4.37483 -0.35307  0.125
H: -1.59134 3.26026 0.86525  0.098
H: -4.30980 2.49172 1.68659  0.102
H: -4.77347 3.97475 0.61933  0.116
H: -4.68118 5.04887 2.91504  0.115
H: -3.07283 5.60744 2.10324  0.120
H: -1.63116 4.21430 3.69331  0.104
H: -3.12531 4.76639 4.70523  0.110
H: -2.94736 1.82018 3.30396  0.044
H: -2.38112 2.22563 5.06245  0.079
H: -4.23780 2.39905 4.63713  0.093
H: -0.23614 1.12302 2.91426  0.108
H: -1.39222 1.08115 1.33696  0.096
H: -1.72363 -0.62407 3.57719  0.105
H: -0.47517 -1.73611 2.61907  0.126
H: -2.27321 -1.55929 0.44474  0.105
H: -3.45736 -0.55965 1.63683  0.090
H: -3.97708 -3.25114 1.46989  0.106
H: -2.29979 -3.58521 2.26173  0.117
H: -2.88619 -2.50785 4.50692  0.117
H: -4.36438 -3.58480 4.03029  0.107
H: -5.17401 -1.24426 2.90450  0.065
H: -4.20553 -0.61519 4.14952  0.045
H: 2.89210 3.18549 1.12127  0.139
H: 1.06107 3.17186 1.56848  0.114
H: 1.75335 1.47073 3.77754  0.104
H: 4.69026 2.09656 2.45144  0.083
H: 4.12401 0.80920 3.83635  0.089
H: 4.50841 2.59812 4.28974  0.071
O: 1.84930 -3.76939 -5.53333  -0.332
S: 2.95226 -4.62200 -5.14261  0.668
O: 3.92154 -5.12237 -6.09685  -0.328
C: 3.82181 -3.83968 -3.79818  -0.234
C: 3.10665 -4.33462 -2.54985  -0.223
C: 2.86062 -5.82541 -2.77705  -0.217
C: 2.30498 -5.98832 -4.19083  -0.226
H: 3.78705 -2.75483 -3.91158  0.096
H: 4.85860 -4.18830 -3.82239  0.111
H: 3.69958 -4.15358 -1.64858  0.122
H: 2.14788 -3.81495 -2.43523  0.107
H: 3.80898 -6.36920 -2.68847  0.120
H: 2.17382 -6.24028 -2.03268  0.119
H: 2.62571 -6.93021 -4.64305  0.106
H: 1.21357 -5.92220 -4.20201  0.108

Force components x, y, z for each atom (eV/Å):
-1.318 -0.426 -0.059
-1.639 -5.372 -1.865
1.618 3.501 1.555
0.147 0.773 0.091
-2.878 -2.579 1.161
2.750 1.866 -0.422
-0.839 0.723 0.780
1.290 0.834 0.827
-0.309 0.867 -0.289
-1.068 0.502 -0.979
0.913 -0.693 0.691
-0.957 0.638 -0.158
-0.246 0.850 -1.154
-0.008 0.270 0.684
-0.160 0.115 0.953
0.405 0.118 0.005
-0.686 -3.496 0.928
1.822 7.583 -2.007
3.434 2.296 -0.563
-0.787 -1.074 -0.755
-0.210 0.538 0.363
0.228 -1.807 0.188
0.538 -0.518 1.147
-0.037 -0.424 -0.229
1.440 -0.064 -0.531
-2.384 -2.432 -0.176
-0.417 -0.085 -1.079
0.950 0.224 -0.808
-0.378 -0.135 1.183
-0.123 -1.302 -0.683
3.776 0.085 0.811
-7.964 -0.604 -1.759
-1.883 1.253 0.473
0.470 1.603 2.185
1.462 -2.008 0.678
1.737 1.863 -0.292
-1.375 0.621 1.748
0.486 -0.075 2.253
-1.558 -1.995 -0.290
1.766 -0.065 1.417
0.239 1.165 -1.804
0.539 -1.548 1.788
-1.936 -0.742 -0.652
2.088 -0.391 0.918
0.021 2.085 -1.088
0.234 -2.178 1.366
-2.034 0.013 -1.292
1.007 2.107 -0.529
1.774 -1.014 1.475
2.101 -1.097 -1.080
-1.244 -2.227 0.490
-2.476 -0.343 -0.103
0.774 -1.369 -1.916
-0.489 1.297 1.805
-1.526 0.574 -1.566
2.301 0.316 -1.044
-0.318 -0.982 -2.263
1.968 -0.909 1.454
1.026 -0.570 -2.294
-1.932 1.718 -0.406
-0.573 0.837 2.470
1.901 -1.175 -0.235
1.415 1.179 1.234
-1.671 1.877 -0.489
-1.937 -0.069 -1.832
1.348 1.740 -0.868
0.665 -0.250 1.330
-0.817 -0.867 -0.608
-1.621 -1.524 1.571
2.071 -1.555 0.531
1.496 1.705 -1.170
-1.466 -0.595 1.835
0.151 2.154 -1.199
-1.046 -1.457 -1.942
0.310 -0.146 -0.118
0.408 -0.097 -0.347
-0.588 0.362 0.109
0.250 0.263 0.422
-0.156 0.115 0.237
0.121 -0.198 0.296
-0.313 -0.593 0.251
-0.004 -0.120 -0.161
-0.144 0.048 -0.101
-0.117 0.019 -0.134
0.134 -0.001 0.028
-0.130 0.080 -0.019
0.118 0.053 -0.136
-0.105 0.261 -0.121
0.177 0.082 -0.113

Computed properties:
Structure (SMILES) = [H]/N=C/CC1=C(CCCCCCCCCC)C(=O)C(CCCCCN)=C(C[C@@H](C)Cl)C1=O.O=S1(=O)CCCC1
Gap between HOMO and LUMO = 0.287 hartree
Maximum force = 8.18 eV/Å
Energy = -2441.98376 hartree



Q: What is the energy in the first record?
A: -596.77507 hartree



Q: What is the gap between HOMO and LUMO in the first record?
A: 0.321 hartree



Q: Which of these has the highest maximum force?
A: C30H51ClN2O4S



Q: The highest maximum force belongs to which entry?
A: C30H51ClN2O4S